No. 1
DFT (the ωB97M-V functional and the def2-TZVPD basis) results for one molecule with the formula C5H6N2 at a distorted geometry.

Properties
* HOMO: -9.901 eV
* gap between HOMO and LUMO: 10.8016 eV
* energy: -8259.7921 eV
* energy above the lowest of the compared OMol25 structures with the same formula, charge and spin: 2.5663 eV
* lowest unoccupied orbital energy: 0.0331 hartree
* structure (SMILES): N#C[C@H]1[C@H]2CCN21

The geometry in ORCA input format:
```
! RIJCOSX wB97M-V def2-TZVPD def2/J DEFGRID3
* xyz 0 1
H 0.562 -1.926 -0.982
H -1.396 0.502 1.818
C 0.178 0.207 -1.247
N 1.676 1.279 1.962
H -0.046 -0.214 -2.228
H 1.445 -1.122 0.324
C 0.671 0.885 1.543
C -1.019 0.287 -0.333
H 0.668 1.174 -1.412
N -0.684 -0.948 0.420
C 0.587 -1.038 -0.354
H -2.036 0.557 -0.604
C -0.605 0.357 1.091
*
```

=====

No. 2
DFT (the ωB97M-V functional and the def2-TZVPD basis) results for one molecule with the formula C5H6N2.

Properties
* HOMO: -10.012 eV
* gap between HOMO and LUMO: 10.9430 eV
* energy: -8258.1508 eV
* energy above the lowest of the compared OMol25 structures with the same formula, charge and spin: 4.2076 eV
* lowest unoccupied orbital energy: 0.0342 hartree
* structure (SMILES): C1=N[C@H]1C[C@H]1C=N1

The geometry in ORCA input format:
```
! RIJCOSX wB97M-V def2-TZVPD def2/J DEFGRID3
* xyz 0 1
C 0.985 1.369 -0.837
C -0.573 -0.657 0.966
N 1.598 0.942 0.170
H 1.846 -0.543 -1.450
H -1.506 1.582 1.293
N -2.071 -0.540 1.228
H -0.925 -0.869 -1.131
C 1.073 -0.075 -0.841
H 0.238 -2.024 -0.487
H 0.021 -1.073 1.780
C -1.383 0.509 1.217
H 0.661 2.318 -1.251
C -0.086 -0.979 -0.430
*
```

=====

No. 3
DFT (the ωB97M-V functional and the def2-TZVPD basis) results for one molecule with the formula C5H6N2.

Properties
* HOMO (spin up / spin down): -9.044 / -9.086 eV
* gap between HOMO and LUMO (spin up / spin down): 8.0546 / 8.0875 eV
* energy: -8257.6820 eV
* energy above the lowest of the compared OMol25 structures with the same formula, charge and spin: 4.6764 eV
* lowest unoccupied orbital energy (spin up / spin down): -0.0363 / -0.0367 hartree

The geometry in ORCA input format:
```
! RIJCOSX wB97M-V def2-TZVPD def2/J DEFGRID3
* xyz 0 1
H -1.655 -1.124 -0.925
N -0.043 -0.312 0.192
C 0.244 0.967 0.557
H -1.849 -1.197 0.847
H 1.259 -1.915 -0.491
C -1.459 -0.594 0.022
H -0.577 1.586 0.938
H -1.644 1.238 -0.965
C 2.078 0.120 -0.049
N 1.499 1.280 0.413
C -2.151 0.750 -0.107
C 1.153 -0.879 -0.201
H 3.144 0.079 -0.231
*
```

=====

No. 4
DFT (the ωB97M-V functional and the def2-TZVPD basis) results for one molecule with the formula C5H6N2 at a distorted geometry.

Properties
* HOMO: -8.337 eV
* gap between HOMO and LUMO: 9.0663 eV
* energy: -8258.1726 eV
* energy above the lowest of the compared OMol25 structures with the same formula, charge and spin: 4.1858 eV
* lowest unoccupied orbital energy: 0.0268 hartree
* structure (SMILES): c1cn2c(n1)CC2

The geometry in ORCA input format:
```
! RIJCOSX wB97M-V def2-TZVPD def2/J DEFGRID3
* xyz 0 1
C -1.414 -0.418 0.902
N -0.504 -0.170 -0.107
H -2.464 -0.633 0.730
C 1.421 0.283 -0.818
H -0.208 -0.434 -2.232
H 2.093 -0.470 -1.241
H 1.922 1.255 -0.811
C 0.717 -0.111 0.474
C -0.017 0.286 -1.431
C -0.515 -0.698 2.028
H -0.402 1.273 -1.708
H -1.374 0.136 2.450
N 0.746 -0.299 1.765
*
```

=====

No. 5
DFT (the ωB97M-V functional and the def2-TZVPD basis) results for a 2-piece molecular cluster, C5H6N2 overall at a distorted geometry.

Properties
* HOMO (spin up / spin down): -20.122 / -18.170 eV
* gap between HOMO and LUMO (spin up / spin down): 8.4269 / 4.7109 eV
* energy: -8233.4225 eV
* energy above the lowest of the compared OMol25 structures with the same formula, charge and spin: 4.1472 eV
* lowest unoccupied orbital energy (spin up / spin down): -0.4298 / -0.4946 hartree

The geometry in ORCA input format:
```
! RIJCOSX wB97M-V def2-TZVPD def2/J DEFGRID3
* xyz 2 1
H -2.575 1.096 -1.103
H 0.593 -1.405 0.525
C 4.198 -0.200 -0.756
C -0.131 -0.594 0.639
N -1.098 0.035 -0.091
H 5.161 -0.172 -1.244
C -1.792 0.265 -1.144
C 2.861 -0.017 -0.224
H -0.236 1.459 1.589
H -1.615 -0.306 -1.990
N 4.020 0.348 0.387
C -0.816 0.498 1.341
H -1.515 0.381 2.085
*
```

=====

No. 6
DFT (the ωB97M-V functional and the def2-TZVPD basis) results for C5H6N2O as an isolated structure at a distorted geometry.

Properties
* HOMO: -8.069 eV
* gap between HOMO and LUMO: 8.9380 eV
* energy: -10305.9368 eV
* energy above the lowest of the compared OMol25 structures with the same formula, charge and spin: 3.6667 eV
* lowest unoccupied orbital energy: 0.0319 hartree

The geometry in ORCA input format:
```
! RIJCOSX wB97M-V def2-TZVPD def2/J DEFGRID3
* xyz 0 1
H -1.712 -2.316 -0.219
C -0.945 0.521 0.176
O -1.143 1.821 -0.041
H 3.678 0.601 0.379
H 3.128 -1.205 0.307
C 2.949 -0.132 -0.057
N -1.180 -1.405 -0.155
H -2.004 2.340 0.117
C 0.374 0.064 0.050
N -1.902 -0.329 0.041
H 1.673 1.695 -0.393
C 1.794 0.667 -0.113
C 0.029 -1.336 0.065
H 0.746 -2.247 0.202
*
```

=====

No. 7
DFT (the ωB97M-V functional and the def2-TZVPD basis) results for one molecule with the formula C5H6N2O at a distorted geometry.

Properties
* HOMO: -6.863 eV
* gap between HOMO and LUMO: 6.6147 eV
* energy: -10303.9675 eV
* energy above the lowest of the compared OMol25 structures with the same formula, charge and spin: 5.6360 eV
* lowest unoccupied orbital energy: -0.0091 hartree

The geometry in ORCA input format:
```
! RIJCOSX wB97M-V def2-TZVPD def2/J DEFGRID3
* xyz 0 1
C 1.263 -1.688 0.050
C -0.481 -0.034 0.013
O 3.349 1.172 -0.046
C -2.796 -0.064 -0.164
H -1.803 1.439 0.869
H 3.374 -1.125 0.354
N 0.097 -1.084 -0.027
N 2.171 0.462 -0.063
H -2.657 -1.028 -0.552
C 2.346 -0.825 0.152
H 1.253 -2.818 0.088
H 3.094 2.172 -0.108
H -3.817 0.359 -0.291
C -1.702 0.568 0.210
*
```

=====

No. 8
DFT (the ωB97M-V functional and the def2-TZVPD basis) results for one molecule with the formula C5H6N2O at a distorted geometry.

Properties
* HOMO: -9.206 eV
* gap between HOMO and LUMO: 9.5133 eV
* energy: -10303.9964 eV
* energy above the lowest of the compared OMol25 structures with the same formula, charge and spin: 5.6071 eV
* lowest unoccupied orbital energy: 0.0113 hartree
* structure (SMILES): O=C1C[C@H]2NN=C[C@H]12

The geometry in ORCA input format:
```
! RIJCOSX wB97M-V def2-TZVPD def2/J DEFGRID3
* xyz 0 1
N -1.739 0.590 -0.346
H -1.168 -2.563 0.256
H 1.681 1.444 -1.163
O 2.810 -0.962 -0.072
C 1.703 -0.357 -0.055
C 0.263 -0.698 -0.047
H 1.314 1.861 0.872
C 1.241 1.160 -0.039
N -2.113 -0.796 -0.080
C -0.366 0.655 0.240
H 0.086 -0.750 -1.127
H -2.492 1.106 0.009
H -0.257 0.792 1.391
C -0.962 -1.483 0.163
*
```